This record from the OMol25 dataset describes a molecular structure, C13H22BBrClO8P2 at a distorted geometry. The level of theory is wB97M-V/def2-TZVPD.

XYZ file:
```
48
C13H22BBrClO8P2, DFT wB97M-V/def2-TZVPD
Br 3.004 4.687 -3.268
Cl 5.470 1.600 -2.107
P 1.772 1.954 -0.169
P 3.472 0.845 -2.219
O -0.807 0.261 -0.099
O 2.441 0.950 3.359
O 0.385 1.956 -1.089
O 1.720 -0.608 1.645
O 2.444 3.261 -0.344
O 2.692 1.951 -3.129
O 1.305 1.865 1.431
O 2.863 0.765 -0.590
C -3.046 -0.785 -0.054
C -0.964 -2.145 -0.652
C -3.852 0.499 0.316
C -0.122 0.624 -1.302
C -1.100 -4.736 -1.280
C 3.776 0.425 3.391
C 4.706 1.037 2.241
C -3.191 -3.292 -0.579
C -4.409 1.127 -1.019
C -3.097 1.514 1.255
C -1.609 -0.868 -0.263
C -1.735 -3.385 -0.839
C -3.826 -2.040 -0.204
B 1.817 0.730 2.097
H -3.571 1.409 -1.722
H 4.243 0.772 4.359
H -2.347 1.037 1.936
H 4.387 2.089 2.032
H -0.816 0.618 -2.194
H -0.082 -4.894 -0.847
H -1.792 -5.603 -1.115
H 5.740 1.079 2.677
H 3.828 -0.700 3.421
H 0.716 -0.085 -1.573
H -4.963 0.297 -1.555
H -2.522 2.264 0.634
H 3.157 2.916 -3.139
H 2.595 -0.871 1.309
H 4.654 0.360 1.350
H -0.956 -4.676 -2.401
H -5.154 1.950 -0.875
H -4.930 -1.995 -0.011
H -3.804 -4.226 -0.680
H -3.871 2.109 1.808
H -4.757 0.143 0.895
H 0.134 -2.186 -0.836
```

Results
**Multiplicity**: 1
**Total charge**: -1
**Frontier orbital gap**: 6.73 eV
**Relative energy (zero: lowest compared OMol25 entry of this formula, charge and spin)**: 0.0 kcal per mole

***

This record from the OMol25 dataset describes a molecular structure, C13H22BCl12FIO2 at a distorted geometry. The level of theory is wB97M-V/def2-TZVPD.

XYZ file:
```
52
C13H22BCl12FIO2, DFT wB97M-V/def2-TZVPD
I -1.512 3.966 0.408
Cl 6.159 -2.578 -2.724
Cl 1.668 6.030 -2.030
Cl 5.257 -1.400 -5.224
Cl 0.626 4.139 -3.979
Cl -0.702 6.697 -3.579
Cl 1.851 6.103 2.100
Cl 0.488 3.524 2.402
Cl 2.426 -1.923 -2.936
Cl 8.100 -1.750 -4.724
Cl 1.060 5.165 4.746
Cl 0.324 -3.236 -4.455
Cl 0.696 -0.360 -4.670
F -5.089 -0.922 0.341
O -1.916 0.834 0.293
O -0.464 1.678 2.087
C -3.953 -1.735 0.708
C -3.154 -0.909 1.801
C -4.586 -3.042 1.405
C -0.815 -1.421 0.998
C -1.461 0.745 2.558
C 6.527 -1.404 -3.993
C 1.503 -1.916 -4.442
C -1.827 -0.199 1.279
C 0.360 -1.496 2.097
C -0.208 -1.372 -0.484
C 1.202 -2.836 1.864
C 0.210 5.394 -2.802
C 1.622 4.674 3.136
B -0.897 1.856 0.657
H -0.418 4.948 -2.032
H 0.108 1.512 0.083
H 0.988 -0.561 2.123
H 0.662 -0.645 -0.572
H -4.336 -3.921 0.742
H -4.144 -3.244 2.423
H -1.274 0.182 3.515
H -2.393 1.407 2.609
H -5.708 -2.950 1.505
H -0.184 -1.600 3.093
H -1.343 -2.432 1.082
H 0.147 -2.392 -0.839
H 2.585 4.182 3.249
H -3.849 -0.100 2.210
H 0.482 -3.714 1.985
H -1.018 -1.010 -1.190
H 2.194 -2.067 -5.267
H -3.335 -2.011 -0.201
H 6.569 -0.416 -3.543
H 1.975 -2.943 2.694
H -2.877 -1.542 2.706
H 1.675 -2.882 0.833
```

Results
**Multiplicity**: 1
**Total charge**: -1
**Frontier orbital gap**: 6.65 eV

***

- The highest frontier orbital gap belongs to which entry?
  C13H22BBrClO8P2